ORCA calculation (wB97M-V/def2-TZVPD) on C27H32Br2N7O5Y as an isolated structure.

## Properties
* E: -6993.651197 a.u.
* Kohn-Sham gap: 0.281 hartree
* charge: +2
* E_HOMO: -12.52 eV

The geometry in XYZ format:
```
74
Properties=species:S:1:pos:R:3:forces:R:3
C 4.699012 -2.642156 -1.043183 0.1 0.0 -0.2
H -3.518891 6.011170 2.898171 -0.1 0.0 0.0
H -4.414147 4.466632 -6.039292 0.0 0.0 0.0
C 2.581267 -2.242832 1.492133 0.2 -0.1 0.3
C 5.448214 -4.971801 -1.490224 -0.1 0.0 0.1
H 3.785783 -2.258585 -1.503876 0.0 0.0 0.1
C -1.688843 3.166909 2.622690 -0.1 0.2 -0.1
N 5.106044 -6.261949 -1.509688 0.0 -0.2 0.0
H 3.657144 -4.389509 -0.693926 0.0 -0.1 0.0
O -4.063957 3.550310 2.381351 0.0 -0.1 0.0
H 2.146565 -2.678818 2.403173 0.1 0.0 -0.1
C -1.505654 2.747150 -4.172567 0.2 0.0 0.0
O 0.643822 -2.247778 0.135901 0.1 -0.5 -0.3
H 0.425513 3.038195 2.844149 0.0 0.0 0.0
N -2.412883 1.608043 0.844691 -0.1 0.2 -0.2
C -0.267029 5.059481 3.078934 0.0 0.0 0.0
C 4.936513 -2.060548 0.348313 0.0 0.2 0.0
H 7.302664 -5.332292 -2.265354 0.0 0.0 0.0
O -5.384845 -3.550590 3.150303 0.0 0.1 -0.1
H -4.852605 2.489275 -4.626309 -0.1 0.0 0.0
H -0.245504 4.181225 -5.162807 0.1 0.0 0.0
N 4.575329 -4.089846 -1.043880 0.1 0.0 -0.1
C -0.383915 1.728010 -2.193110 -0.3 0.3 -0.3
H 4.133518 -3.700850 1.504648 0.0 0.0 0.0
C -0.427319 3.703440 2.843091 0.0 -0.1 0.1
H 4.508222 -2.282600 2.427971 0.0 0.1 0.0
N -2.144184 -1.648544 1.490375 0.0 0.1 -0.1
C -1.255614 3.824465 -5.024818 -0.2 0.0 0.0
Br -0.476995 -2.019681 3.635482 -0.1 -0.1 0.0
H 5.505374 -2.331808 -1.709223 0.0 0.0 0.0
H -4.211827 2.713678 2.837464 0.0 0.0 0.0
H 0.716007 5.467331 3.258885 0.1 0.0 0.0
H 7.007849 -3.690726 -1.866165 0.0 0.0 0.0
C -4.358947 -2.925091 2.573481 -0.1 -0.1 0.1
N 6.670108 -4.634732 -1.914266 0.0 0.1 0.0
H 5.744590 -6.964412 -1.839823 0.0 0.0 0.0
Y -0.112624 -0.375097 0.955945 0.2 -0.2 -0.4
C -1.374972 5.891882 3.088051 0.0 0.1 0.0
H -5.299813 -2.461416 0.674434 0.0 0.0 0.0
C -3.184603 -2.813320 3.320887 0.2 0.2 -0.3
H -2.106063 5.292451 -6.325475 0.0 0.0 0.0
H 4.833616 -0.974475 0.258589 0.0 0.0 0.0
H -3.289074 -1.325883 -0.199586 0.0 0.0 0.0
H -2.665320 1.234864 2.877736 0.1 0.2 0.0
C -2.645230 5.378252 2.879835 0.1 -0.1 0.0
C -0.364055 2.150160 -3.466802 -0.1 -0.1 0.4
H -2.194714 2.702757 -1.474898 0.0 0.0 0.0
C -1.879011 1.713341 2.262545 0.0 -0.2 0.0
C -2.806557 2.261534 -4.043236 -0.1 0.0 0.0
H 2.937895 -0.272547 0.975200 -0.1 -0.1 0.1
N 2.309663 -0.783578 1.597506 0.1 0.2 -0.1
O 2.073763 -3.934192 -0.137529 0.1 -0.2 -0.1
C -4.408479 -2.391211 1.281589 0.2 0.1 0.0
H -3.112969 -3.220918 4.315324 0.0 0.0 0.1
C 1.726522 -2.881812 0.374005 0.0 0.4 0.3
H 4.172788 -6.558364 -1.278536 0.0 0.1 0.0
H -1.253863 6.950703 3.266605 0.0 0.0 0.0
H 5.983921 -2.210711 0.621494 0.0 -0.1 0.0
C -1.439564 1.964444 -1.216267 0.3 -0.2 0.1
Br 1.187878 0.888301 -1.483783 0.1 -0.1 -0.1
H -2.994569 2.413593 0.606842 0.0 -0.1 0.0
C -3.849516 2.879095 -4.713959 0.1 0.0 0.0
N -1.420122 1.380826 -0.076290 -0.3 0.2 -0.1
C -2.132896 -2.170610 2.709787 -0.1 -0.2 0.2
C 4.069491 -2.612183 1.483144 -0.1 0.0 0.0
C -3.599677 3.982163 -5.518656 -0.1 0.0 0.0
H 0.563805 2.076723 -4.020292 0.0 0.0 0.0
C -3.285912 -1.763165 0.790826 -0.1 -0.1 0.1
C -2.792684 4.020497 2.655569 0.0 0.0 0.0
C -2.303668 4.448609 -5.680737 0.1 0.0 0.0
O -0.733698 0.974583 2.343691 -0.2 0.5 0.7
H 2.558641 -0.461343 2.532548 0.0 0.0 -0.1
H -6.148906 -3.589916 2.560049 0.0 0.0 0.1
H -2.999823 1.365774 -3.468847 0.0 0.0 0.1
```
Forces are in eV/Å.